Entry from the Open Molecules 2025 dataset: 2 unconnected molecules or ions with the total composition C2H5N3O at a distorted geometry (ωB97M-V/def2-TZVPD).

Atoms and positions in Å:
C  0.2699  -1.6470  0.0018
H  0.8517  2.3256  0.6304
C  -0.7184  -0.9116  0.4394
N  -0.8254  3.4394  -1.6825
H  0.9646  -1.2136  -0.7107
H  -1.3811  -1.0334  1.3126
H  0.1998  -3.3680  1.1625
N  -0.0615  2.9392  -1.0036
O  0.7875  -2.8646  0.4580
H  -0.9191  -0.0797  -0.1691
N  0.8320  2.4137  -0.4386

The energy relative to the best compared isomer or geometry (same formula, charge and spin) comes out at 408.3 kJ/mol. The multiplicity is 1. As for the HOMO energy: -9.36 eV. The value obtained for the gap between HOMO and LUMO is 10.2 eV. Its total charge is 0. The calculation puts the total energy at -8669.411 eV.

Mulliken atomic charge list, values in e, 6 entries: C 0.14; H 0.29; C -0.70; N -0.40; H 0.30; H 0.24